Run w
{"formula": "C3H7NO", "method": "wB97M-V/def2-TZVPD", "multiplicity": 1, "homo_lumo_gap_ev": 10.02, "homo_ha": -0.338, "smiles": "C=CO.C=N", "species": ["C", "C", "O", "H", "H", "H", "H", "C", "N", "H", "H", "H"], "xyz": [[1.794, 1.936, -0.286], [1.721, 0.744, 0.296], [0.472, 0.223, 0.573], [2.770, 2.407, -0.230], [0.960, 2.600, -0.463], [2.565, 0.168, 0.651], [0.505, -0.335, 1.345], [-1.830, -1.425, -0.613], [-2.777, -1.185, 0.198], [-1.307, -0.637, -1.137], [-1.697, -2.456, -0.908], [-3.176, -2.040, 0.574]], "lowdin_charge": [0.003, -0.260, -0.045, 0.049, 0.061, 0.106, 0.086, -0.145, 0.012, 0.051, 0.055, 0.027]}



Run x
{"formula": "C3H7NO", "method": "wB97M-V/def2-TZVPD", "multiplicity": 1, "homo_lumo_gap_ev": 10.59, "homo_ha": -0.353, "smiles": "C=NOCC", "species": ["C", "N", "O", "C", "C", "H", "H", "H", "H", "H", "H", "H"], "xyz": [[-0.623, -1.080, -1.073], [0.721, -0.952, -0.911], [1.106, -0.074, 0.100], [0.153, 0.425, 1.122], [-0.962, 1.415, 0.579], [-0.660, -1.752, -2.006], [-1.490, -0.796, -0.566], [-0.319, -0.411, 1.587], [0.837, 0.935, 1.810], [-0.543, 2.255, -0.021], [-1.332, 0.815, -0.256], [-1.797, 1.657, 1.262]], "lowdin_charge": [-0.030, 0.002, -0.201, -0.197, -0.076, 0.088, 0.030, 0.095, 0.112, 0.087, 0.007, 0.083]}



Run y
{"formula": "C3H7NO", "method": "wB97M-V/def2-TZVPD", "multiplicity": 1, "homo_lumo_gap_ev": 9.41, "homo_ha": -0.331, "species": ["C", "C", "C", "N", "O", "H", "H", "H", "H", "H", "H", "H"], "xyz": [[-1.726, 0.866, 0.586], [1.235, -0.202, -0.658], [0.054, -0.590, 0.202], [-1.037, 0.224, -0.255], [-1.642, 0.249, -1.881], [-2.591, 1.562, 0.405], [-1.646, 0.972, 1.700], [1.004, -0.254, -1.639], [1.439, 0.878, -0.599], [2.048, -0.872, -0.590], [-0.275, -1.581, 0.039], [0.166, -0.412, 1.215]], "lowdin_charge": [0.039, -0.060, -0.205, -0.152, -0.246, 0.109, 0.107, 0.027, 0.100, 0.068, 0.121, 0.092]}



Run z
{"formula": "C3H7NO", "method": "wB97M-V/def2-TZVPD", "multiplicity": 1, "homo_lumo_gap_ev": 10.32, "homo_ha": -0.343, "smiles": "CNC(C)=O", "species": ["C", "N", "C", "C", "O", "H", "H", "H", "H", "H", "H", "H"], "xyz": [[0.963, 0.537, 1.607], [-0.120, -0.448, 0.718], [-0.127, 0.122, -0.494], [-0.902, -0.447, -1.651], [0.540, 1.132, -0.636], [1.224, 1.611, 1.357], [1.895, -0.021, 1.588], [0.465, 0.526, 2.550], [-0.689, -1.329, 0.844], [-0.196, -0.711, -2.442], [-1.548, 0.347, -2.032], [-1.506, -1.320, -1.408]], "lowdin_charge": [0.028, 0.065, -0.644, -0.009, -0.012, 0.093, 0.062, 0.039, 0.142, 0.086, 0.086, 0.066]}



Going by the energies, run z is most stable and the next is 78.9 kJ/mol up.



Run w
{"formula": "C3H7NO", "method": "wB97M-V/def2-TZVPD", "multiplicity": 1, "homo_lumo_gap_ev": 10.76, "homo_ha": -0.362, "smiles": "O=C[C@H]1CN1.[H][H]", "species": ["O", "C", "C", "C", "N", "H", "H", "H", "H", "H", "H", "H"], "xyz": [[-1.792, 0.207, 0.651], [-1.468, 0.341, -0.505], [-0.086, 0.086, -1.012], [1.072, 0.406, -0.129], [0.658, -0.967, -0.315], [-2.199, 0.693, -1.262], [0.051, 0.202, -2.086], [0.863, 0.811, 0.859], [1.982, 0.764, -0.607], [1.269, -1.445, -0.971], [-0.379, -0.437, 2.515], [0.015, -0.439, 3.148]], "lowdin_charge": [0.026, -0.226, -0.277, -0.145, 0.035, 0.118, 0.131, 0.086, 0.107, 0.098, 0.011, 0.037]}



Run x
{"formula": "C3H7NO", "method": "wB97M-V/def2-TZVPD", "multiplicity": 1, "homo_lumo_gap_ev": [8.43, 8.43], "homo_ha": [-0.329, -0.329], "species": ["C", "C", "N", "O", "C", "H", "H", "H", "H", "H", "H", "H"], "xyz": [[0.194, 1.126, -0.532], [0.178, -0.320, 0.007], [0.249, -1.277, -0.978], [1.465, -1.246, -1.369], [-0.864, -0.535, 1.079], [-0.832, 1.431, -0.779], [0.817, 1.233, -1.423], [0.571, 1.805, 0.238], [1.606, -0.477, -0.338], [-1.860, -0.206, 0.752], [-0.602, 0.050, 1.967], [-0.922, -1.585, 1.376]], "lowdin_charge": [-0.073, -0.467, 0.010, -0.070, -0.074, 0.078, 0.074, 0.079, 0.212, 0.079, 0.079, 0.072]}



Going by the energies, run w is most stable and the next is 243.0 kJ/mol up.



Run w
{"formula": "C3H7NO", "method": "wB97M-V/def2-TZVPD", "multiplicity": 1, "homo_lumo_gap_ev": 10.13, "homo_ha": -0.340, "smiles": "C=CO.C=N", "species": ["C", "C", "O", "H", "H", "H", "H", "C", "N", "H", "H", "H"], "xyz": [[-1.669, -1.888, 1.276], [-2.435, -0.955, 0.743], [-3.797, -0.853, 0.940], [-0.597, -1.798, 1.183], [-2.083, -2.818, 1.651], [-2.003, -0.231, 0.064], [-4.189, -0.650, 0.072], [3.693, 1.676, -1.056], [2.651, 1.760, -1.764], [4.177, 0.712, -0.883], [4.255, 2.541, -0.698], [1.998, 2.504, -1.529]], "lowdin_charge": [0.005, -0.295, -0.025, 0.050, 0.062, 0.103, 0.101, -0.153, 0.003, 0.055, 0.057, 0.038]}



Run x
{"formula": "C3H7NO", "method": "wB97M-V/def2-TZVPD", "multiplicity": 1, "homo_lumo_gap_ev": 10.60, "homo_ha": -0.354, "smiles": "[H]/N=C/OCC", "species": ["H", "N", "C", "O", "C", "C", "H", "H", "H", "H", "H", "H"], "xyz": [[-3.321, 0.990, -0.216], [-2.582, 0.513, 0.368], [-1.633, 0.072, -0.259], [-0.714, -0.616, 0.396], [0.865, -0.662, -0.204], [1.730, 0.333, 0.556], [-1.616, 0.247, -1.347], [1.090, -1.736, 0.009], [0.647, -0.463, -1.327], [2.616, -0.063, 0.105], [1.352, 1.296, 0.416], [1.566, 0.089, 1.502]], "lowdin_charge": [0.071, 0.083, -0.466, -0.105, -0.084, -0.056, 0.123, 0.116, 0.129, 0.085, 0.070, 0.033]}



Run y
{"formula": "C3H7NO", "method": "wB97M-V/def2-TZVPD", "multiplicity": 1, "homo_lumo_gap_ev": 10.45, "homo_ha": -0.349, "smiles": "C/C=N/OC", "species": ["C", "C", "N", "O", "C", "H", "H", "H", "H", "H", "H", "H"], "xyz": [[-1.733, -1.034, -1.015], [-0.544, -0.330, -0.581], [-0.451, 0.021, 0.620], [0.655, 0.691, 1.060], [1.861, 0.692, 0.207], [-2.729, -0.514, -0.628], [-1.786, -1.059, -2.184], [-1.772, -2.091, -0.593], [0.317, -0.299, -1.246], [2.126, -0.273, -0.117], [1.671, 1.430, -0.655], [2.586, 1.163, 0.933]], "lowdin_charge": [-0.118, -0.289, 0.015, -0.198, -0.077, 0.114, 0.099, 0.089, 0.100, 0.055, 0.107, 0.104]}



Run z
{"formula": "C3H7NO", "method": "wB97M-V/def2-TZVPD", "multiplicity": 1, "homo_lumo_gap_ev": 10.76, "homo_ha": -0.360, "smiles": "CCNC=O", "species": ["C", "C", "N", "C", "O", "H", "H", "H", "H", "H", "H", "H"], "xyz": [[1.678, -0.183, 0.050], [0.335, 0.520, -0.096], [-0.776, -0.355, -0.364], [-1.992, -0.160, 0.196], [-3.026, -0.770, 0.021], [2.451, 0.573, 0.178], [1.880, -0.702, -0.885], [1.703, -0.843, 0.913], [0.044, 1.098, 0.787], [0.451, 1.346, -0.814], [-0.752, -1.214, -0.901], [-1.996, 0.690, 0.915]], "lowdin_charge": [-0.085, -0.276, 0.016, -0.387, 0.012, 0.072, 0.072, 0.074, 0.107, 0.113, 0.150, 0.131]}



Going by the energies, run z is most stable and the next is 223.8 kJ/mol up.



Run w
{"formula": "C3H3NOS2", "method": "wB97M-V/def2-TZVPD", "multiplicity": 1, "homo_lumo_gap_ev": [7.42, 7.34], "homo_ha": [-0.272, -0.272], "species": ["C", "C", "C", "N", "O", "S", "S", "H", "H", "H"], "xyz": [[-1.058, -0.459, 1.473], [1.948, -1.191, -1.329], [-0.902, 1.369, -0.072], [-0.319, 0.504, 0.823], [2.142, -0.100, -1.033], [-1.567, -1.913, 1.141], [1.585, -2.601, -1.790], [-0.488, 2.347, 0.129], [-1.858, 1.155, -0.555], [0.516, 0.890, 1.212]], "lowdin_charge": [-0.681, -0.921, -0.020, -0.164, 0.091, 0.641, 0.805, 0.056, 0.070, 0.122]}



Run x
{"formula": "C3H3NOS2", "method": "wB97M-V/def2-TZVPD", "multiplicity": 1, "homo_lumo_gap_ev": 6.32, "homo_ha": -0.310, "smiles": "O/C(C=S)=N/C=S", "species": ["O", "C", "C", "S", "N", "C", "S", "H", "H", "H"], "xyz": [[-1.774, -0.871, 0.186], [-0.675, -0.198, 0.011], [-0.610, 1.231, 0.440], [-1.972, 2.010, 0.921], [0.432, -0.726, -0.362], [1.717, -0.778, -0.581], [2.979, -1.159, 0.423], [-2.582, -0.305, 0.472], [0.459, 1.498, 0.219], [2.026, -0.702, -1.727]], "lowdin_charge": [0.071, -0.492, -0.502, 0.775, 0.078, -0.789, 0.541, 0.115, 0.098, 0.104]}



Going by the energies, run x is most stable and the next is 107.9 kJ/mol up.